Model w:
The following is a quantum chemistry calculation of 11 unconnected molecules or ions with the total composition H22O11, from the OMol25 dataset.

Geometry as XYZ:
```
33
Properties=species:S:1:pos:R:3
O 0.570 -3.113 -0.455
H -0.144 -3.545 0.085
H 1.217 -2.791 0.140
O -2.622 1.253 -1.117
H -2.822 2.024 -0.598
H -1.822 0.845 -0.793
O -0.773 -1.392 2.323
H -0.976 -0.659 1.754
H -1.459 -2.027 2.075
O -1.819 -3.869 0.626
H -2.458 -4.486 0.259
H -1.975 -3.197 -0.047
O 1.105 1.304 -2.577
H 0.225 1.311 -3.040
H 1.069 0.628 -1.920
O 2.326 0.167 0.268
H 2.579 -0.517 0.837
H 3.016 0.238 -0.450
O 2.752 2.648 1.303
H 3.472 2.843 1.963
H 2.736 1.700 1.059
O 0.460 1.785 2.130
H 1.062 2.408 1.802
H -0.386 2.256 2.053
O 0.249 3.384 -0.969
H 0.993 3.983 -0.828
H 0.698 2.627 -1.361
O -2.218 -1.935 -1.095
H -2.724 -1.144 -0.986
H -1.791 -1.945 -2.001
O -0.444 -0.001 -0.095
H -0.600 -0.869 -0.433
H 0.502 0.084 0.087
```

Results
Charge   0
2S+1   1
Structure (SMILES)   O.O.O.O.O.O.O.O.O.O.O
LUMO level   -0.14 eV
Orbital gap   0.383 hartree

***

Model x:
The following is a quantum chemistry calculation of 10 unconnected molecules or ions with the total composition H22O11, from the OMol25 dataset.

Geometry as XYZ:
```
33
Properties=species:S:1:pos:R:3
H 1.027 -0.400 -0.158
H -0.329 0.098 0.312
H -3.975 0.129 1.707
H -3.693 -1.274 1.197
H -3.398 2.894 0.382
H -3.772 3.196 -1.060
H 1.806 -4.418 1.913
H 2.060 -3.499 0.729
H 1.261 0.595 1.997
H 1.621 1.521 3.147
H 0.997 4.142 -0.757
H 0.143 5.353 -0.419
H -2.654 1.307 -0.102
H -1.829 0.533 -1.118
H -1.484 -3.347 -0.198
H -1.912 -1.921 -0.506
H 4.199 -0.712 -2.614
H 5.148 -0.438 -1.459
H -3.325 -2.092 -2.374
H -3.273 -3.578 -2.061
H 5.096 0.851 0.392
H 6.392 0.891 1.184
O 0.297 -0.625 0.429
O -4.213 -0.793 1.850
O -3.921 3.498 -0.157
O 2.170 -4.412 1.020
O 1.480 1.513 2.194
O 0.125 4.522 -0.908
O -1.759 0.990 -0.272
O -1.668 -2.751 -0.932
O 4.446 -0.030 -1.978
O -3.108 -2.713 -1.670
O 6.047 0.972 0.288
```

Results
Charge   0
2S+1   1
LUMO level   -0.28 eV
Orbital gap   0.248 hartree

***

Model y:
The following is a quantum chemistry calculation of 11 unconnected molecules or ions with the total composition H22O11, from the OMol25 dataset.

Geometry as XYZ:
```
33
Properties=species:S:1:pos:R:3
O -0.181 0.030 -0.286
H 0.399 0.514 0.267
H -0.595 0.840 -0.661
O -0.632 3.259 1.544
H -0.398 3.022 2.435
H -0.544 4.266 1.567
O 1.829 0.761 2.610
H 2.305 1.512 2.986
H 1.651 1.070 1.678
O -4.087 -1.602 0.047
H -4.234 -0.853 -0.542
H -4.677 -1.346 0.723
O -1.627 -2.019 -0.083
H -2.356 -1.718 0.465
H -1.244 -2.718 0.507
O -0.927 1.119 3.263
H -1.393 1.980 3.149
H -0.334 1.073 2.562
O -2.842 -0.161 -3.815
H -2.478 -1.053 -3.444
H -2.685 0.504 -3.151
O 0.603 -3.960 1.635
H 1.252 -3.662 0.978
H 0.847 -4.865 1.480
O 2.733 -1.930 -2.180
H 3.602 -1.948 -1.785
H 2.787 -2.678 -2.667
O 3.307 1.081 -0.126
H 3.462 0.204 -0.521
H 2.353 1.174 -0.076
O 1.583 3.075 -2.957
H 1.865 2.149 -3.065
H 0.658 2.877 -2.538
```

Results
Charge   0
2S+1   1
Structure (SMILES)   O.O.O.O.O.O.O.O.O.O.O
LUMO level   -0.17 eV
Orbital gap   0.351 hartree

***

Model z:
The following is a quantum chemistry calculation of 11 unconnected molecules or ions with the total composition H22O11, from the OMol25 dataset.

Geometry as XYZ:
```
33
Properties=species:S:1:pos:R:3
O 0.324 -0.065 1.227
H -0.141 0.021 0.388
H -0.361 -0.336 1.849
O 3.578 -2.490 -0.671
H 3.676 -1.701 -0.125
H 3.081 -2.184 -1.438
O 4.069 -0.170 -2.358
H 4.805 -0.626 -1.935
H 3.302 -0.712 -2.143
O 0.474 -0.427 -3.344
H 0.460 -1.366 -3.562
H -0.325 -0.296 -2.820
O 1.016 0.728 3.179
H 0.429 0.449 3.890
H 0.428 1.147 2.540
O -1.955 1.933 -3.151
H -1.256 1.535 -3.683
H -2.231 1.224 -2.559
O 2.944 0.751 -0.533
H 2.240 0.556 0.096
H 2.478 0.953 -1.352
O -2.185 2.631 4.132
H -2.885 2.398 4.752
H -2.629 2.656 3.277
O -2.614 -2.670 1.049
H -3.120 -1.974 0.614
H -2.088 -3.056 0.340
O -0.248 -1.657 -1.062
H 0.046 -2.152 -0.289
H 0.561 -1.266 -1.412
O -4.140 1.803 1.946
H -4.356 2.727 1.777
H -3.377 1.634 1.382
```

Results
Charge   0
2S+1   1
Structure (SMILES)   O.O.O.O.O.O.O.O.O.O.O
LUMO level   -0.68 eV
Orbital gap   0.367 hartree

***

Most stable of them? model w.